No. 1
A structure of composition C33H23F9N5O3S2Sc at a distorted geometry. Source: the OMol25 dataset; level of theory: the ωB97M-V functional and the def2-TZVPD basis.

Summary:
**HOMO level**: -0.290 Ha
**Orbital gap**: 6.3 eV
**ΔE to the lowest compared entry with this formula, charge and spin**: 76.3 kJ/mol
**Total charge**: 0
**LUMO energy**: -1.58 eV

CARTESIAN COORDINATES (ANGSTROEM)
Sc1 -0.303 -0.459 0.273
C1 1.133 -3.352 5.323
S1 0.175 -1.877 5.274
C2 -0.260 -1.792 3.617
S2 -1.246 -0.445 3.251
N1 0.207 -2.718 2.854
N2 -0.118 -2.488 1.537
C3 -0.017 -3.582 0.816
C4 -0.353 -3.590 -0.552
C5 -0.305 -4.820 -1.295
C6 -0.350 -4.797 -2.668
C7 -0.640 -3.569 -3.300
C8 -0.762 -2.444 -2.504
N3 -0.564 -2.441 -1.198
H1 1.270 -3.814 6.321
H2 2.129 -3.093 4.909
H3 0.735 -4.108 4.638
H4 0.208 -4.559 1.257
H5 -0.140 -5.768 -0.724
H6 -0.129 -5.682 -3.229
H7 -0.958 -3.504 -4.353
H8 -1.214 -1.612 -2.986
O1 -4.233 6.234 1.864
C9 -3.519 5.813 0.768
O2 -3.793 6.336 -0.321
C10 -2.417 4.814 0.906
C11 -1.897 4.405 2.139
C12 -1.101 3.298 2.206
C13 -0.668 2.658 1.064
C14 -1.134 3.117 -0.213
C15 -1.946 4.220 -0.260
N4 0.332 1.672 1.166
C16 1.395 1.725 1.891
C17 2.359 0.677 1.923
C18 3.654 0.871 2.482
C19 4.663 -0.031 2.202
C20 4.338 -1.252 1.573
C21 3.005 -1.387 1.186
N5 2.057 -0.444 1.243
H9 -4.130 5.682 2.674
H10 -2.226 4.893 3.082
H11 -0.720 2.934 3.163
H12 -0.905 2.583 -1.133
H13 -2.362 4.562 -1.194
H14 1.769 2.648 2.357
H15 3.797 1.701 3.119
H16 5.715 0.214 2.366
H17 4.993 -2.098 1.504
H18 2.724 -2.323 0.697
C22 0.748 -0.008 -1.610
C23 1.628 0.077 -2.471
C24 2.757 0.251 -3.261
C25 3.654 1.257 -2.831
C26 4.736 1.536 -3.659
C27 4.884 0.970 -4.912
C28 4.098 -0.197 -5.200
C29 3.066 -0.536 -4.395
H19 3.458 1.806 -1.910
H20 5.558 2.187 -3.297
H21 5.666 1.378 -5.593
H22 4.300 -0.801 -6.096
H23 2.405 -1.339 -4.657
F1 -5.020 0.299 -2.182
C30 -3.781 0.717 -1.713
F2 -2.796 0.371 -2.549
F3 -3.807 2.099 -1.675
C31 -3.465 0.072 -0.327
O3 -2.087 0.152 -0.011
C32 -3.955 -1.428 -0.387
F4 -5.325 -1.599 -0.267
F5 -3.328 -2.103 0.603
F6 -3.657 -2.042 -1.611
C33 -4.301 0.819 0.769
F7 -4.295 0.020 1.940
F8 -5.651 1.026 0.470
F9 -3.738 2.005 1.116

***

No. 2
A structure of composition C30H41Ge2HfN5S6Sb at a distorted geometry. Source: the OMol25 dataset; level of theory: the ωB97M-V functional and the def2-TZVPD basis.

Summary:
**HOMO level**: -0.159 Ha
**Orbital gap**: 6.5 eV
**ΔE to the lowest compared entry with this formula, charge and spin**: 133.8 kJ/mol
**Total charge**: -1
**LUMO energy**: 2.15 eV

CARTESIAN COORDINATES (ANGSTROEM)
Hf1 -1.129 0.943 -0.006
S1 -0.769 5.235 1.593
Sb1 0.747 3.555 2.087
S2 -0.640 1.273 2.716
S3 1.142 1.851 0.331
S4 -1.791 1.310 4.438
S5 -2.569 -0.866 1.231
C1 -3.567 0.486 1.530
C2 -4.784 0.604 2.241
C3 -5.469 1.792 2.154
C4 -4.939 2.883 1.495
C5 -3.726 2.770 0.870
N1 -3.125 1.566 0.870
H1 -5.143 -0.207 2.834
H2 -6.434 1.876 2.660
H3 -5.463 3.803 1.532
H4 -3.230 3.525 0.269
C6 3.148 -0.243 4.941
C7 2.143 0.632 4.195
Ge1 0.869 -0.409 3.307
C8 0.133 -1.795 4.600
C9 -0.795 -2.691 3.828
C10 1.730 -1.407 1.933
C11 1.738 -1.780 0.633
Ge2 0.551 -1.212 -0.886
C12 -0.050 -3.124 -1.410
C13 -0.546 -3.361 -2.863
C14 1.729 -0.704 -2.412
C15 2.800 0.324 -2.119
C16 2.639 -2.912 0.329
C17 3.649 -2.824 -0.637
C18 4.424 -3.942 -0.960
C19 4.156 -5.180 -0.366
C20 3.202 -5.249 0.646
C21 2.461 -4.156 0.980
H5 3.757 0.400 5.522
H6 3.807 -0.820 4.237
H7 2.633 -0.983 5.572
H8 2.626 1.343 3.535
H9 1.590 1.177 4.979
H10 -0.396 -1.283 5.421
H11 1.008 -2.331 4.956
H12 -0.308 -3.024 2.914
H13 -1.707 -2.142 3.576
H14 -1.028 -3.655 4.324
H15 2.513 -1.953 2.526
H16 -0.791 -3.444 -0.635
H17 0.811 -3.757 -1.156
H18 -0.967 -2.475 -3.359
H19 -1.309 -4.140 -2.851
H20 0.310 -3.686 -3.480
H21 1.096 -0.345 -3.246
H22 2.181 -1.634 -2.741
H23 3.161 0.269 -1.072
H24 2.430 1.320 -2.352
H25 3.723 0.206 -2.756
H26 3.785 -1.864 -1.191
H27 5.080 -3.946 -1.812
H28 4.691 -6.083 -0.667
H29 2.990 -6.223 1.074
H30 1.666 -4.225 1.739
C22 3.058 5.356 -0.756
C23 2.064 4.966 -1.797
C24 2.141 5.422 -3.120
C25 1.206 4.979 -3.986
N2 0.198 4.177 -3.633
C26 0.181 3.795 -2.351
S6 -1.173 2.752 -1.941
N3 1.059 4.183 -1.383
H31 3.878 5.932 -1.179
H32 3.482 4.462 -0.261
H33 2.635 5.971 0.047
H34 2.972 6.015 -3.441
H35 1.246 5.264 -5.025
C27 -5.253 0.347 -4.177
N4 -4.372 -0.068 -3.091
C28 -3.902 -1.358 -2.866
C29 -2.855 -1.224 -2.011
N5 -2.713 0.083 -1.653
C30 -3.617 0.787 -2.372
H36 -6.088 -0.316 -4.297
H37 -4.721 0.358 -5.124
H38 -5.602 1.361 -3.984
H39 -4.329 -2.193 -3.401
H40 -2.261 -2.009 -1.545
H41 -3.679 1.887 -2.295

***

No. 3
A cluster of 2 separate species, C5H11N2S in total at a distorted geometry. Source: the OMol25 dataset; level of theory: the ωB97M-V functional and the def2-TZVPD basis.

Summary:
**HOMO level**: -0.461 Ha
**Orbital gap**: 8.5 eV
**ΔE to the lowest compared entry with this formula, charge and spin**: 156.0 kJ/mol
**Total charge**: +1
**LUMO energy**: -4.05 eV

CARTESIAN COORDINATES (ANGSTROEM)
C1 -2.086 0.552 -0.243
C2 -3.193 2.557 0.766
C3 1.578 -0.816 -0.110
C4 1.946 -0.246 -1.411
C5 1.614 -2.293 -0.057
N1 -2.325 1.614 0.172
N2 1.290 -0.222 1.008
S1 -1.570 -0.907 -0.561
H1 -3.897 1.844 1.283
H2 -2.804 3.209 1.634
H3 2.034 0.793 -1.633
H4 1.127 -0.648 -2.028
H5 2.810 -0.733 -1.852
H6 0.964 -2.625 0.658
H7 -3.826 3.151 0.100
H8 1.579 -2.622 -1.031
H9 2.544 -2.563 0.424
H10 1.143 0.772 1.090
H11 1.073 -0.818 1.790